The molecule C28H50BF2IN2O9S in a non-equilibrium geometry, computed with ωB97M-V/def2-TZVPD.

Structure (XYZ):
```
94
Properties=species:S:1:pos:R:3:lowdin_charge:R:1
C -3.33815 4.06495 1.42070 -0.15
C -2.24979 5.06775 0.79949 -0.26
C -0.89428 5.20361 1.64614 -0.21
C -0.32088 3.82402 2.23999 -0.20
C -0.02630 4.02279 3.82183 -0.19
C 1.54505 4.38023 4.10051 -0.19
C 2.22740 3.42068 5.19363 -0.22
C 2.99498 2.15363 4.55314 -0.19
C 1.83680 1.18779 3.95496 -0.20
C 2.34115 -0.28857 3.59308 -0.14
C 2.24547 -0.71401 2.05995 -0.23
C 3.19257 0.24497 1.17732 -0.25
O 4.03703 -0.23565 0.36989 0.11
N 3.11193 1.73132 1.17029 0.15
C 2.65640 2.25688 -0.10899 -0.36
O 2.35796 1.62372 -1.12646 0.12
F 2.48038 3.68100 -0.16957 0.04
C 0.72346 -0.79551 1.46321 -0.27
F 0.42110 0.58801 1.07740 -0.02
C -0.28162 -1.18889 2.60304 -0.09
C -1.78569 -1.51809 2.22359 -0.67
O -2.29691 -2.61059 1.93209 -0.04
I -3.18987 0.19261 2.28694 0.87
C 0.75340 -1.63774 0.11888 -0.01
B -0.39287 -1.21004 -0.98435 -0.43
O -0.17183 -1.41594 -2.42592 0.06
N -1.67317 -0.50716 -0.67303 -0.17
C -2.86796 -1.18939 -1.25402 -0.11
C -1.65265 0.91737 -1.19284 -0.07
C 1.03287 -3.21287 0.24915 -0.42
O 0.31780 -3.91254 1.25635 0.03
C 1.07608 -3.98913 -1.18221 -0.08
C -0.29842 -4.65664 -1.62833 -0.16
C -0.37303 -4.53855 -3.25684 -0.20
C -1.86749 -4.17209 -3.70468 -0.21
C -2.06294 -4.00728 -5.28802 -0.20
C -1.19467 -2.82143 -5.93767 -0.17
C -1.87200 -1.35975 -5.73169 -0.23
O -1.48792 -0.41091 -6.76190 -0.22
C -0.23134 0.19274 -6.36433 -0.12
O 2.46554 -3.31531 0.63983 -0.18
S 2.82627 -2.51523 2.03778 0.84
O 4.34501 -2.54425 2.16643 -0.32
O 2.35923 -3.25390 3.28836 -0.30
H -3.10721 3.01719 0.98420 0.00
H -4.41789 4.28731 1.11120 0.08
H -3.18988 3.97241 2.54798 0.08
H -2.73854 6.11730 0.80228 0.10
H -2.07183 4.83426 -0.31850 0.11
H -1.01001 6.03850 2.43313 0.11
H -0.09070 5.59820 0.91229 0.11
H -0.94655 2.90088 2.00219 0.08
H 0.71462 3.63695 1.75977 0.08
H -0.65690 4.89000 4.24478 0.10
H -0.26153 3.09973 4.45076 0.09
H 2.14199 4.47120 3.13025 0.11
H 1.53791 5.43957 4.56274 0.11
H 1.47322 3.00613 5.94512 0.11
H 3.03481 4.05217 5.72478 0.11
H 3.67167 1.60185 5.29094 0.12
H 3.56393 2.55852 3.63819 0.10
H 1.38819 1.76127 3.05825 0.09
H 0.99936 1.17357 4.75269 0.12
H 3.46130 -0.33571 3.88133 0.14
H 1.82316 -1.00218 4.32935 0.13
H 4.10373 2.04226 1.25620 0.16
H -0.35412 -0.29474 3.33519 0.11
H 0.09788 -2.06092 3.26355 0.15
H 1.70907 -1.27379 -0.44119 0.17
H 0.59436 -0.85413 -2.68315 0.12
H -2.90874 -1.13683 -2.39415 0.08
H -2.91345 -2.24231 -0.81856 0.09
H -3.80417 -0.63513 -0.86850 0.09
H -0.55748 1.27938 -1.26845 0.10
H -2.23318 1.04397 -2.16607 0.10
H -2.15482 1.59997 -0.40342 0.05
H -0.58009 -4.19478 0.98889 0.11
H 1.84730 -4.84444 -1.07415 0.15
H 1.54117 -3.26206 -1.93351 0.12
H -1.19902 -4.06929 -1.21943 0.11
H -0.36734 -5.78132 -1.41224 0.13
H 0.05014 -5.48486 -3.75864 0.12
H 0.29810 -3.67717 -3.63602 0.09
H -2.15441 -3.21017 -3.15383 0.09
H -2.54842 -5.01013 -3.31053 0.12
H -3.17600 -3.75513 -5.45956 0.11
H -1.85721 -4.96628 -5.87634 0.11
H -0.10387 -2.83604 -5.58100 0.10
H -1.15819 -2.97627 -7.07716 0.12
H -1.64470 -0.92614 -4.68490 0.11
H -3.00778 -1.47652 -5.78423 0.13
H 0.33808 0.56277 -7.27959 0.10
H 0.43672 -0.51530 -5.75632 0.09
H -0.43079 1.10367 -5.69971 0.09
```

For the LUMO energy, the calculation gives -0.714 eV. The HOMO energy is -9.12 eV. As for the charge: 0. The value obtained for the total energy is -76295.0906 eV.